# 1
124
Properties=species:S:1:pos:R:3:forces:R:3 method="wB97M-V/def2-TZVPD" homo_lumo_gap_ev=3.732 de_lowest_ev=4.9855 multiplicity=1 total_charge=-1
C 7.38400 -0.69387 1.04031 -0.854 -0.035 0.982
C 6.77879 0.67782 1.53785 1.364 0.208 0.120
O 5.96295 1.35464 0.58165 0.256 -1.272 0.500
C 4.99212 0.48328 -0.03023 -1.417 1.371 -0.429
C 3.65285 1.33689 -0.17233 0.469 -0.423 -0.350
O 2.56390 0.60855 0.39641 0.692 0.710 0.393
C 1.48764 1.53928 0.69678 -1.145 0.653 0.816
P 1.84480 2.41834 2.35032 -0.540 -1.725 -2.522
N 2.56904 1.51730 3.47595 -0.620 -1.642 -13.091
C 0.10704 0.77550 0.95203 0.277 0.928 -0.906
C -1.04101 1.81520 0.52341 0.734 -0.985 0.017
C -0.09229 -0.51863 0.06868 -0.885 -0.573 0.653
C -0.43481 -1.75113 1.02318 0.323 0.849 -0.088
H 8.13827 -1.03335 1.80557 -0.553 0.327 -0.934
H 6.57194 -1.47421 1.05281 0.900 0.659 -0.240
H 7.81898 -0.61768 0.01464 -0.255 0.006 0.894
H 7.66431 1.35672 1.72820 -0.973 -0.460 -0.225
H 6.26194 0.59285 2.53964 0.251 -0.239 -1.042
H 4.71446 -0.40529 0.58688 0.471 0.619 -0.497
H 5.36936 0.23216 -1.05656 -0.307 -0.258 0.941
H 3.79362 2.31810 0.35124 0.068 -0.803 -0.265
H 3.47127 1.58482 -1.26060 -0.119 -0.281 0.937
H 0.56140 2.79521 2.86069 0.552 0.417 -0.334
H 2.55819 3.63547 2.06032 -0.422 -0.357 0.523
H 2.74689 0.60390 3.05391 0.070 0.076 -0.005
H 0.02094 0.49325 2.04571 -0.325 0.017 -0.937
H -0.96826 1.90682 -0.59001 -0.106 -0.032 1.140
H -2.05764 1.40427 0.76788 0.726 0.477 0.114
H -0.82887 2.82316 0.95305 -0.513 -0.797 -0.253
H 0.74108 -0.73885 -0.64127 -0.424 0.275 0.829
H -1.01934 -0.36793 -0.55893 0.993 -0.124 0.505
H -1.38495 -1.46946 1.55733 0.902 -0.517 -0.471
H 0.36507 -1.86810 1.80798 -0.627 -0.018 -0.834
H -0.59040 -2.70152 0.45470 0.210 0.788 0.616
C 11.59975 0.86833 2.29045 0.232 0.320 -0.520
C 11.33702 1.28534 3.70984 0.120 0.546 0.320
O 10.37983 0.32701 4.14830 0.101 -0.208 -0.280
C 10.52506 -0.77701 3.37021 -0.283 -0.443 0.145
O 9.99359 -1.81969 3.57913 0.136 0.175 -0.038
O 11.35628 -0.53500 2.32339 -0.113 0.035 0.280
H 12.62116 1.07802 1.97411 -0.044 -0.212 -0.026
H 10.90671 1.33075 1.58273 -0.009 -0.032 0.061
H 12.22731 1.21038 4.34052 -0.029 -0.039 -0.038
H 10.93630 2.29592 3.78206 -0.142 -0.148 0.094
C 3.07662 5.05680 -2.29469 0.315 -0.027 -0.389
C 3.03414 5.41786 -0.83853 0.409 0.450 0.518
O 1.69159 5.12340 -0.47510 0.043 0.014 -0.220
C 1.22709 4.20101 -1.34968 -0.401 -0.628 0.315
O 0.20988 3.61347 -1.20838 -0.117 0.669 -0.748
O 2.09344 4.02660 -2.38683 -0.030 0.199 0.141
H 4.05425 4.68930 -2.60605 -0.145 -0.138 -0.021
H 2.78688 5.88871 -2.94391 -0.029 -0.018 0.055
H 3.70807 4.79935 -0.23865 -0.021 -0.047 -0.053
H 3.25892 6.46562 -0.65233 -0.174 -0.080 -0.004
C 4.25081 7.32032 2.98129 -0.729 -0.065 0.651
C 5.65175 6.82136 3.14003 0.412 -0.319 0.863
O 6.02599 6.49995 1.80773 -0.246 0.366 -0.538
C 5.24385 7.23348 0.97859 -0.014 -0.231 0.072
O 5.39657 7.28829 -0.20026 0.090 0.229 -0.185
O 4.24635 7.85809 1.65831 0.589 -0.135 -0.409
H 3.99391 8.08296 3.71509 -0.054 0.054 -0.210
H 3.51377 6.51596 3.03200 0.083 0.011 0.052
H 6.32998 7.58785 3.52673 -0.020 0.026 -0.086
H 5.70826 5.94158 3.77847 -0.025 -0.010 -0.121
C -3.65651 -4.66152 -2.38757 -0.300 -0.321 -0.684
C -2.82373 -5.31209 -1.32264 0.296 -0.440 0.074
O -2.23830 -4.19575 -0.65613 -0.380 0.337 -0.135
C -3.04273 -3.12327 -0.87851 0.131 0.512 0.285
O -2.93682 -2.07248 -0.33001 -0.462 -0.301 -0.278
O -3.99140 -3.40379 -1.81202 0.272 -0.086 0.339
H -4.55481 -5.23110 -2.62280 -0.042 0.199 0.037
H -3.09482 -4.48807 -3.30871 -0.014 0.020 0.056
H -3.42730 -5.87657 -0.60514 -0.012 0.055 -0.014
H -2.05985 -5.96543 -1.73166 0.061 0.213 0.130
C -6.36605 0.36170 -1.67693 0.495 0.494 0.183
C -6.17870 -1.08351 -1.32248 0.786 -0.298 0.198
O -7.51417 -1.59566 -1.36301 -0.469 0.416 -0.327
C -8.23112 -0.78443 -2.17427 -0.038 -0.201 0.050
O -9.33819 -1.02178 -2.55800 0.022 0.058 -0.032
O -7.53467 0.33252 -2.49992 -0.330 -0.377 -0.019
H -5.51627 0.77263 -2.22001 -0.177 -0.002 -0.108
H -6.56411 0.98737 -0.80273 -0.057 -0.030 -0.061
H -5.57208 -1.61853 -2.05493 -0.076 0.037 0.041
H -5.73948 -1.21717 -0.33510 -0.147 -0.127 -0.049
C -0.85065 -8.55358 1.03538 0.351 0.225 0.562
C -1.58052 -9.85279 0.84285 -0.002 -0.520 0.373
O -2.46335 -9.56177 -0.23758 0.142 0.305 -0.120
C -1.92403 -8.52755 -0.93221 -0.067 0.052 -0.356
O -2.32223 -8.14372 -1.98680 0.033 -0.287 0.137
O -0.87230 -7.98481 -0.27089 -0.301 -0.216 -0.189
H 0.17262 -8.69432 1.38098 -0.005 0.133 -0.191
H -1.36761 -7.87946 1.72300 0.000 -0.022 -0.061
H -0.91495 -10.66772 0.54590 -0.022 0.060 -0.026
H -2.13709 -10.15573 1.72898 -0.135 0.018 -0.178
C -13.28670 -2.17999 -2.38365 0.219 -0.064 0.592
C -12.56248 -1.70600 -3.60982 0.746 0.222 -0.068
O -13.40509 -2.15790 -4.66955 -0.390 -0.087 0.235
C -14.65416 -2.30476 -4.15916 -0.340 -0.064 -0.303
O -15.62813 -2.50828 -4.81318 0.169 0.034 0.141
O -14.64957 -2.18849 -2.80576 0.036 0.006 -0.348
H -13.14708 -1.51551 -1.53213 -0.197 -0.028 -0.053
H -12.99994 -3.19399 -2.09302 -0.022 0.035 -0.052
H -12.48769 -0.61679 -3.65727 -0.018 -0.058 0.013
H -11.56439 -2.13245 -3.69619 -0.095 0.034 -0.140
C -6.44101 -0.25790 -7.23178 -0.009 0.388 -0.488
C -7.53911 -1.01441 -6.53880 -0.685 0.050 -0.064
O -6.82294 -1.98271 -5.77822 0.300 0.145 -0.043
C -5.57118 -1.49502 -5.57694 0.312 -0.166 0.324
O -4.77444 -1.97862 -4.83823 -0.140 0.052 -0.085
O -5.34978 -0.38397 -6.32515 -0.159 -0.266 0.158
H -6.69176 0.78979 -7.39413 0.186 -0.019 0.118
H -6.16008 -0.70814 -8.18781 -0.001 -0.016 0.058
H -8.11637 -0.38494 -5.85625 0.065 -0.025 0.003
H -8.22167 -1.49650 -7.23801 0.087 -0.152 0.141
C 4.45361 1.73991 5.50330 -0.444 -0.538 0.367
C 2.95895 1.86668 5.47232 1.611 0.122 9.224
O 2.75689 3.25214 5.77857 1.241 1.478 -0.063
C 3.88754 3.90973 5.43658 -1.089 -1.046 0.286
O 3.99132 5.10160 5.39800 0.293 0.751 -0.192
O 4.88849 3.04794 5.13245 -0.046 0.600 0.091
H 4.82328 0.99275 4.80214 0.115 0.111 -0.249
H 4.83660 1.51138 6.50267 0.369 0.062 0.045
H 2.54044 1.65412 4.48225 -0.837 0.190 3.639
H 2.46932 1.22922 6.20797 0.092 0.198 0.835

# 2
92
Properties=species:S:1:pos:R:3:forces:R:3 method="wB97M-V/def2-TZVPD" homo_lumo_gap_ev="6.339 / 6.341" de_lowest_ev=0.3814 multiplicity=2 total_charge=+1
Yb -0.99263 -0.51602 0.69116 -0.422 0.156 0.368
C 1.29952 3.52903 -6.36435 0.200 -0.371 0.789
C 0.10877 2.55356 -6.35783 0.582 -0.150 0.142
C -1.17761 3.34718 -6.56472 0.155 0.925 -1.550
C 0.39036 1.54213 -7.50214 -1.543 0.112 -0.057
C -0.12115 1.91978 -4.98810 0.775 -0.930 -0.463
C -0.31240 0.56810 -4.80191 0.569 -1.668 0.927
C -0.39942 0.06828 -3.46338 -0.280 1.874 -1.448
Br -0.73716 -1.74736 -3.15149 -0.045 -0.699 -0.423
C -0.44172 0.91271 -2.33198 -0.149 0.123 -1.117
O -0.62616 0.28160 -1.18562 0.015 0.888 1.300
C -0.35610 2.33504 -2.56678 -0.417 -0.529 0.864
C -0.18183 2.72909 -3.87695 0.292 1.758 -0.191
C -0.57698 3.47246 -1.51660 -0.082 -0.212 0.190
C -1.20441 2.99589 -0.18794 0.897 -0.176 0.518
C 0.75252 4.20736 -1.19154 -1.009 1.121 -1.284
C -1.55106 4.55308 -2.07001 0.194 -1.429 0.028
H 1.32132 4.11236 -7.27619 0.020 0.002 -0.293
H 2.27115 3.01923 -6.21816 -0.483 0.110 -0.215
H 1.19149 4.22181 -5.53976 0.133 0.355 0.109
H -1.25357 3.61076 -7.61966 0.100 0.335 -0.216
H -1.21944 4.30365 -6.00696 0.061 -0.685 -0.052
H -2.06327 2.76930 -6.40442 -0.515 -0.435 0.545
H 0.46731 2.10974 -8.44279 -0.109 -0.177 0.261
H -0.49633 0.87154 -7.58712 0.703 0.215 -0.203
H 1.30555 0.94630 -7.42987 -0.171 0.150 0.456
H -0.28134 -0.15791 -5.64461 -0.112 0.664 0.786
H -0.09265 3.81212 -4.13287 -0.153 -0.897 0.769
H -0.63638 2.23356 0.39091 -0.023 0.480 -0.610
H -2.15767 2.55989 -0.43190 -0.660 -0.065 0.250
H -1.29039 3.84235 0.52830 -0.278 -0.391 -0.623
H 1.41486 3.44814 -0.85391 1.027 -0.204 0.646
H 0.55907 5.04369 -0.47861 0.269 -0.865 -0.127
H 1.17507 4.72062 -2.10250 -0.289 -0.775 0.733
H -2.41582 4.19214 -2.65468 0.537 -0.018 0.264
H -0.92088 5.18821 -2.63724 0.032 0.984 -0.889
H -1.90070 5.07171 -1.20843 -0.444 0.753 0.500
Br 4.80787 2.55391 3.41521 0.974 0.634 -0.195
C 3.33839 1.83968 2.56594 -1.201 -0.728 1.789
C 3.11418 1.75978 1.23637 -0.509 0.463 -0.968
C 1.92311 1.13177 0.82428 1.451 0.648 -0.371
N 1.12144 0.54761 1.66838 -1.303 -0.428 -0.453
C 1.35145 0.59408 2.99145 -0.756 -1.536 -0.446
C 2.41604 1.26734 3.48888 1.353 0.873 -0.886
C 0.53788 -0.40911 3.76282 0.468 0.772 -0.115
C 0.88178 -0.61649 5.07371 0.951 0.390 0.378
C 0.22222 -1.56824 5.79980 -0.733 -0.738 0.828
Br 0.73944 -1.84647 7.60875 -0.211 -0.027 -0.396
C -0.83522 -2.28995 5.22948 1.535 2.110 -1.130
C -1.05515 -2.01385 3.87166 -1.388 -1.409 0.516
N -0.39078 -1.13575 3.14084 0.227 0.323 -0.359
H 3.75291 2.26637 0.53122 0.148 -0.201 -0.188
H 1.70818 1.08173 -0.24200 -0.272 -0.033 0.164
H 2.73004 1.39828 4.50266 -0.489 -0.325 0.545
H 1.72365 -0.05427 5.48831 -0.547 -0.337 0.064
H -1.48299 -2.86489 5.81628 -0.658 -1.065 0.514
H -1.85805 -2.59223 3.36836 0.596 0.569 0.089
N 0.78705 -1.89422 -0.20252 1.702 -0.862 0.091
C 0.58316 -3.35941 -0.17341 -1.057 -0.926 0.566
C 1.57313 -4.26593 0.56774 0.329 2.274 0.909
C 1.63639 -4.02378 2.11720 -0.620 1.767 -0.295
C 1.59999 -5.34160 2.83357 -1.045 -0.554 0.874
N 0.23758 -5.87548 2.73415 0.493 -0.549 1.609
C -0.64757 -5.97010 3.70781 -1.196 0.744 0.332
N -0.29227 -6.11844 5.02112 0.459 -0.138 -1.056
N -1.95775 -5.82215 3.38698 0.867 -0.165 0.013
C -0.80684 -3.64794 0.45738 -1.469 -1.012 0.238
O -1.18088 -4.82400 0.73184 1.048 1.029 -0.466
O -1.57168 -2.66231 0.69634 0.573 0.579 -0.055
H 0.65983 -1.65181 -1.19688 0.147 0.319 0.464
H 1.78457 -1.70699 0.03174 -0.979 0.018 -0.273
H 0.54860 -3.73304 -1.19539 -0.145 -0.012 -0.156
H 2.55472 -4.14665 0.12947 0.383 -0.020 -0.059
H 1.26465 -5.25468 0.37837 -0.387 -1.211 -0.328
H 0.84828 -3.22697 2.48166 1.111 -1.944 -0.630
H 2.56226 -3.54851 2.40782 0.521 0.185 -0.196
H 1.86591 -5.28081 3.88937 0.162 0.220 -0.079
H 2.24015 -6.07438 2.36949 0.552 -0.047 -0.175
H -0.16469 -5.74462 1.83578 -0.830 0.354 -1.339
H 0.70812 -6.30769 5.12561 -0.863 -0.184 0.504
H -0.95813 -6.51340 5.69182 0.606 0.310 -0.502
H -2.21666 -5.39121 2.49566 0.404 -0.241 -0.027
H -2.62269 -5.73970 4.12446 -0.308 -0.175 0.341
O 2.58431 5.44193 2.48494 0.019 -0.041 0.005
C 1.59533 5.90748 2.21861 -0.028 0.007 -0.015
F -5.40445 0.94034 2.38371 -0.119 -0.407 0.116
C -4.30383 1.63752 2.14874 -1.033 1.300 0.011
F -4.08409 2.40854 3.24627 0.027 -0.425 -1.133
F -4.57601 2.42751 1.06468 0.409 -0.158 0.947
C -3.11723 0.76833 1.79106 0.163 -1.014 -0.603
O -2.02677 1.01480 2.33837 0.476 -0.173 -0.416
O -3.29880 -0.14104 0.91475 0.613 0.873 0.722

# 3
45
Properties=species:S:1:pos:R:3:forces:R:3 method="wB97M-V/def2-TZVPD" homo_lumo_gap_ev="5.956 / 3.006" multiplicity=4 total_charge=+1
Re 0.02297 0.32970 -0.31753 1.459 2.324 -4.620
C -2.06919 2.43573 1.15965 -1.022 0.301 0.610
C -0.84532 3.08657 0.59590 0.655 0.423 0.818
C -0.84167 4.50883 0.50795 -0.786 -0.780 -0.187
C 0.28719 5.17700 0.19748 1.025 -0.145 0.436
C 1.51379 4.47354 0.05285 -0.676 0.162 -0.328
C 2.72124 5.17317 -0.18743 0.199 -1.132 -0.333
C 3.78162 4.43862 -0.67880 -0.140 0.049 0.609
C 3.67766 3.03460 -0.86398 0.223 -0.516 -0.144
C 2.48705 2.33888 -0.66560 0.009 0.939 1.038
S 2.30759 0.63491 -1.00913 -0.421 -0.258 0.735
C 1.41975 3.07042 -0.06805 -0.249 -0.726 -0.430
N 0.25173 2.37756 0.31316 -0.098 0.820 -0.654
H -2.68716 3.25640 1.61441 0.494 -0.901 -0.343
H -1.85763 1.69826 1.97060 0.046 0.466 -0.712
H -2.70690 1.95811 0.39749 0.398 0.202 0.281
H -1.79417 5.00406 0.65654 0.166 0.068 -0.014
H 0.33787 6.24203 0.05028 -0.285 0.284 0.198
H 2.79102 6.22659 0.07172 -0.032 -0.141 -0.392
H 4.71108 4.96266 -0.87043 0.078 -0.319 0.004
H 4.56613 2.41974 -1.09735 -0.515 0.674 -0.266
F -4.13876 -2.57053 -2.20409 0.320 1.119 1.281
C -4.01368 -1.81095 -1.08334 -1.872 -2.620 0.131
F -3.42893 -2.51811 -0.11746 -0.458 0.289 -0.746
F -5.23954 -1.42984 -0.68521 1.576 0.003 -0.503
S -2.88513 -0.38828 -1.45241 2.204 2.242 3.939
O -2.00758 -0.39276 -0.08915 -1.745 -0.433 -3.141
O -3.74504 0.79042 -1.44664 0.032 -0.569 -0.865
O -0.53883 1.04248 -1.86684 -0.372 -1.252 2.032
O 2.17685 -2.78089 -1.83932 0.386 0.083 -0.353
S 0.81612 -2.92836 -1.47666 -0.973 -0.487 -0.782
O -0.23202 -3.06311 -2.44500 0.349 0.170 0.093
N 0.40452 -1.68513 -0.44846 0.188 0.476 1.882
C 0.50317 -2.02506 0.86868 0.175 1.660 -1.114
S 0.54699 -0.59374 1.86894 -0.337 -1.979 0.721
C 0.58110 -3.45989 1.02593 -0.465 -1.714 0.535
C 0.40444 -4.26189 2.16683 -0.026 0.557 -0.525
C 0.20444 -5.61979 2.01048 0.273 -0.986 -0.595
C 0.20978 -6.24042 0.74020 0.267 -0.193 0.462
C 0.48709 -5.48183 -0.38441 0.220 0.419 -0.545
C 0.62094 -4.11781 -0.21254 0.184 0.280 0.604
H 0.37525 -3.80440 3.13471 0.018 0.103 0.419
H 0.12755 -6.28290 2.86455 -0.249 0.303 0.102
H 0.05651 -7.32972 0.62623 0.119 0.802 0.273
H 0.64010 -5.89486 -1.38471 -0.344 -0.067 0.388